Record 1
The following is a quantum chemistry calculation of a molecular structure, C12H18CaClO13 in a non-equilibrium geometry, from the Open Molecules 2025 dataset.

Last column: natural (NBO) charge in e.
Element x y z (Å)
Ca -16.99557 -18.57174 15.15174  1.9330
Cl -14.67359 -20.19516 16.70839  2.5387
O -14.68317 -19.44305 15.41647  -1.0223
O -15.75303 -19.53692 17.43264  -0.9209
O -15.00744 -21.55403 16.45519  -0.7806
O -13.40286 -20.10218 17.30899  -0.7467
C -10.61053 -19.28335 14.61338  -0.6392
C -11.39465 -18.01889 14.38411  0.0647
C -12.04854 -17.35624 15.63207  -0.0781
O -11.24700 -16.18693 15.77635  -0.4908
C -10.47020 -15.95493 14.69556  0.9669
O -9.69691 -15.07278 14.59843  -0.5399
O -10.61603 -16.97638 13.80324  -0.4929
H -10.31156 -19.37555 15.65924  0.2134
H -9.71437 -19.35055 13.99415  0.2505
H -11.13764 -20.19671 14.32342  0.2100
H -12.22128 -18.14829 13.67834  0.1696
H -11.94530 -17.92535 16.55250  0.2135
H -13.09365 -17.14167 15.40595  0.1496
C -13.10502 -23.27339 13.75425  -0.6255
C -11.71758 -23.41051 14.31941  0.0610
C -11.51625 -22.92895 15.75771  -0.0992
O -11.09200 -24.08985 16.47763  -0.4933
C -10.91535 -25.12972 15.61613  0.9674
O -10.56458 -26.20675 15.94692  -0.5494
O -11.37027 -24.80407 14.38535  -0.4876
H -13.83927 -23.88199 14.27687  0.2288
H -13.14017 -23.47496 12.68242  0.2305
H -13.40749 -22.21842 13.78760  0.1986
H -10.97592 -22.93667 13.67315  0.1886
H -12.40476 -22.55878 16.26739  0.1946
H -10.71954 -22.18445 15.79319  0.1858
C -8.89117 -20.25429 18.87980  -0.6485
C -10.37294 -19.86628 18.91443  0.0634
C -11.10874 -20.38664 20.14963  -0.0958
O -10.95377 -19.31347 21.08352  -0.4917
C -10.73077 -18.16042 20.40688  0.9694
O -10.76238 -17.07278 20.86815  -0.5556
O -10.45981 -18.45184 19.11161  -0.5062
H -8.66341 -21.26801 18.55234  0.2289
H -8.58599 -20.34326 19.93332  0.2170
H -8.31431 -19.44959 18.43417  0.2382
H -10.81093 -20.17240 17.96454  0.1856
H -10.60937 -21.21805 20.64442  0.2095
H -12.16099 -20.60510 19.96163  0.1871

Atomic forces in eV per Å
2.147 -1.045 1.346
0.110 -1.330 -0.354
-0.888 0.749 -1.267
-0.858 0.621 0.207
-0.268 0.304 -0.143
-0.247 0.736 0.190
0.509 -0.657 0.006
-1.434 0.088 -0.473
1.389 -0.093 -0.632
-0.748 0.464 0.423
0.384 -1.061 0.258
-0.059 0.561 -0.270
0.163 0.249 0.389
0.095 -0.011 -0.041
0.056 0.481 0.053
-0.453 0.228 0.238
0.266 -0.525 -0.139
-0.142 -0.120 -0.031
0.003 0.396 0.284
-0.229 0.841 -0.546
0.112 -0.443 -0.141
0.223 -0.180 0.443
0.366 0.179 -0.402
-1.106 -0.047 0.381
0.462 -0.205 -0.052
0.327 0.259 -0.050
0.057 -0.026 0.090
0.158 -0.493 0.109
-0.020 -0.058 0.390
-0.133 0.041 -0.097
-0.113 0.099 -0.258
-0.077 0.064 0.168
-0.158 -0.076 1.771
0.913 -0.692 0.018
0.482 -0.165 0.302
-0.449 0.353 -0.126
-0.029 -0.531 -0.007
0.019 0.167 0.040
-0.233 0.274 -0.646
-0.262 0.191 -0.802
0.218 0.495 -0.094
0.165 -0.303 -0.362
-0.518 0.423 0.110
-0.179 -0.313 -0.422
-0.019 0.111 0.140

Computed properties:
Charge ... +1



Record 2
The following is a quantum chemistry calculation of 6 unconnected molecules or ions with the total composition C12H18Cl15N2O4 in a non-equilibrium geometry, from the Open Molecules 2025 dataset.

Last column: natural (NBO) charge in e.
Element x y z (Å)
C 1.30882 -1.51151 2.65076  -0.6346
C 0.03793 -1.16186 1.84676  -0.0725
O -0.95103 -0.60865 2.67128  -0.4292
N -1.89596 0.09943 1.86703  -0.3457
C -3.18780 0.12864 2.51873  -0.1756
C -3.87899 -1.23713 2.65996  -0.4105
C -4.30391 -1.85928 1.31930  -0.5268
C -5.03870 -3.19263 1.54283  0.7212
N -5.88856 -3.36411 2.70686  -0.9002
O -4.96101 -4.10290 0.76215  -0.5736
C -4.07831 1.16062 1.79997  0.7469
O -4.66016 1.99105 2.52587  -0.7594
O -4.17913 1.08487 0.54811  -0.7918
H 1.03939 -1.70685 3.68906  0.2180
H 1.98391 -0.65030 2.64171  0.2104
H 1.80529 -2.36242 2.18683  0.2041
H 0.26540 -0.49532 0.99642  0.1743
H -0.34633 -2.10104 1.41185  0.1467
H -1.94888 -0.27748 0.92560  0.3523
H -3.02704 0.50921 3.52944  0.2057
H -3.18882 -1.92976 3.16001  0.1933
H -4.74102 -1.10090 3.31402  0.2054
H -5.02867 -1.22998 0.79212  0.2698
H -3.45752 -2.06906 0.66937  0.2247
H -5.27291 -3.43548 3.51152  0.3739
H -6.43853 -2.52230 2.84589  0.3700
C 0.90250 2.61817 2.04566  -0.2811
Cl 0.14241 3.67400 0.86023  0.0328
Cl 1.95642 1.44227 1.24688  -0.0007
Cl 1.81955 3.56081 3.22937  -0.0040
H 0.12164 2.07314 2.56647  0.2576
C 5.24725 3.71066 0.17302  -0.2851
Cl 5.58515 2.75874 1.62260  0.0138
Cl 4.88672 2.65705 -1.19648  0.0164
Cl 3.92254 4.83804 0.46076  0.0270
H 6.13305 4.28358 -0.06640  0.2213
C -6.41644 -6.74205 -0.85828  -0.2813
Cl -8.02497 -7.47955 -0.82833  -0.0041
Cl -5.43101 -7.33025 0.47032  0.0332
Cl -5.62681 -7.04109 -2.41164  0.0019
H -6.52986 -5.67188 -0.73589  0.2496
C 5.37549 1.74744 -5.14442  -0.2777
Cl 5.03906 0.64157 -3.80436  0.0258
Cl 5.76421 3.36149 -4.56358  0.0334
Cl 6.67191 1.07944 -6.16040  0.0060
H 4.48244 1.81617 -5.75089  0.2296
C 8.89893 5.17863 -7.31108  -0.2872
Cl 9.27619 6.00912 -5.79797  0.0130
Cl 8.29141 3.55317 -6.99463  0.0256
Cl 7.73336 6.10852 -8.25773  0.0134
H 9.81138 5.09797 -7.88670  0.2241

Atomic forces in eV per Å
-0.573 0.905 -0.301
0.369 -0.979 -0.344
0.212 -0.247 0.186
0.122 1.236 -0.250
0.056 -0.260 0.496
0.271 0.137 -0.538
-0.841 -0.860 0.984
0.117 0.352 -0.187
0.073 0.031 -0.328
0.136 -0.234 -0.265
-0.828 0.939 -0.695
0.130 -0.273 0.469
0.554 -0.692 0.188
0.021 -0.281 -0.076
-0.023 -0.333 0.158
0.036 -0.054 0.176
-0.060 -0.117 0.395
-0.102 0.096 -0.063
-0.068 -0.376 0.087
0.091 0.044 -0.091
-0.033 0.074 0.041
-0.018 0.056 -0.042
0.290 0.260 -0.033
-0.076 0.104 -0.129
-0.100 -0.007 0.129
0.136 0.146 0.121
-0.157 0.009 -0.084
0.020 -0.041 0.048
0.203 0.466 -0.134
-0.009 -0.039 0.068
-0.026 -0.048 -0.073
-0.174 -0.047 0.043
0.039 0.031 -0.017
0.057 0.076 0.142
0.058 -0.001 -0.034
0.004 -0.019 -0.002
0.090 0.088 0.101
-0.012 0.013 -0.015
-0.015 -0.124 -0.016
-0.024 0.011 -0.004
0.048 0.007 0.031
0.034 -0.161 0.089
0.003 0.075 -0.164
0.005 -0.085 -0.057
-0.238 -0.110 0.134
0.017 -0.016 -0.020
-0.059 -0.068 0.047
0.019 -0.011 -0.034
0.191 0.313 -0.132
0.036 -0.008 -0.009
-0.003 0.024 0.005

Computed properties:
Charge ... -1



Ordered highest occupied orbital energy results: -0.468, -0.174; unit hartree.
Ordered E_tot results: -70299.886, -211742.246; unit eV.